No. 1
Density functional theory data (wB97M-V/def2-TZVPD) for a molecular structure, C22H52LiN2O18P at a distorted geometry.

- orbital gap (eV) = 6.51
- energy relative to the best compared isomer or geometry (same formula, charge and spin) (kcal/mol) = 0.0
- E_LUMO (eV) = 0.32
- HOMO (eV) = -6.18
- E_tot (eV) = -72976.5962

The geometry in XYZ format:
```
96
C22H52LiN2O18P (wB97M-V/def2-TZVPD)
H -1.5062 7.3920 -1.0163
O 2.0648 -5.3020 -2.7333
H 4.0178 2.2810 -0.0853
C 2.1328 -1.7380 -2.1543
H -4.1312 5.2710 1.3597
C -2.6962 -1.6850 1.2557
C 1.3378 -3.9470 1.7347
H 4.6638 -0.9220 -0.8713
C 2.9108 1.3150 2.1167
H 2.5728 -6.2570 1.7417
C -2.2492 4.7170 -0.8793
H 2.9278 -1.3590 -1.5593
H -0.3052 -1.9680 2.9767
H 1.0068 1.3210 1.9207
C -3.3752 5.9710 0.7897
O 0.2668 1.6460 0.8717
H 3.5338 1.5780 3.0007
H -3.2522 6.8020 1.4877
H 0.3618 -0.8580 2.0627
C 5.6828 0.9750 1.6187
H -2.5952 5.2950 -1.6563
H -6.6742 -3.5840 -3.4953
H 5.5558 2.1330 1.8987
C 5.3248 -0.8670 0.0107
O -2.9832 -2.9500 1.1437
H -2.3562 -4.8330 0.2857
O 1.8678 -4.5920 0.7247
H -3.1342 1.5260 -1.4933
C -2.0622 -3.6890 0.3027
H -2.2972 -3.5440 -0.7703
O -3.4892 -0.9640 2.0437
C -1.8542 3.6480 2.1237
H 2.1828 -1.3960 -3.1423
H -3.9612 6.4210 0.0077
H 1.1708 -1.4390 -1.7173
H -2.3722 0.3780 3.0177
H 0.3848 -6.6290 -2.4063
H -4.2612 0.7230 3.1047
O 1.3598 3.4350 -0.7703
H -2.7992 3.7860 -0.6573
H -0.4972 2.3600 1.9837
O -5.5912 -2.0180 -2.7853
O 2.2738 -3.1590 -2.0233
H 6.6258 0.8360 1.3437
H 5.8258 0.2920 2.7047
H 3.6018 -0.8700 1.9947
C 4.4228 1.3910 -0.4923
H 2.6158 -0.3960 0.6747
H -6.3172 -2.4850 -4.7953
H 2.4718 -6.3490 -0.0053
C -3.2922 0.3450 2.4577
C 1.6218 -4.0740 -2.7533
H 2.8078 2.2960 1.3367
P 0.6338 2.0970 -0.6273
H -3.2272 0.9490 1.6707
H -0.9882 5.7090 2.1847
H -1.3862 4.2130 -1.0823
C 0.5558 -1.7710 2.5507
O 1.5978 1.2280 2.7997
H 1.0178 -6.3410 -4.3333
C -4.5142 -1.3960 -2.9503
O -4.3542 -0.2510 -2.1283
H 1.0438 -6.5230 0.6837
H 5.2878 -1.6700 0.6457
H -2.3902 2.9790 1.3357
H -5.0282 -3.3750 -4.1883
H 5.4628 1.6700 -1.1513
O 1.1828 -2.5850 1.6427
O 1.2628 0.8290 -1.0163
C -1.2942 6.8450 -0.0303
C 1.2768 -6.3930 -3.2523
H -0.3152 4.5850 0.9297
C -3.1432 0.5280 -2.1033
O 1.0988 -4.4860 2.7827
H -2.3622 -0.0580 -1.7423
H 1.7998 -7.3300 -3.1393
O -0.9322 2.7150 2.7167
C 3.4178 0.1260 1.3157
H 3.8648 0.8580 -1.1073
C -1.2602 4.8970 1.3667
O -3.5942 -1.6910 -3.6943
O -0.7042 1.8560 -1.1343
N 4.7408 0.3850 0.6167
O 0.4728 -3.7620 -3.3573
C -5.9072 -2.9340 -3.7623
Li -0.4192 0.2120 -0.0703
H -2.7812 4.0110 2.8887
H -1.3702 7.5290 0.8057
H -2.7532 0.8090 -3.2603
H 1.3158 -1.6870 3.4657
O -1.8302 -1.1150 0.5887
H -1.0102 -3.4870 0.5647
C 1.9748 -6.0650 0.8297
N -2.0922 5.6200 0.2677
H -0.3402 6.6740 -0.1473
H 6.4488 -0.6600 -0.2083
```


No. 2
Density functional theory data (wB97M-V/def2-TZVPD) for 7 unconnected molecules or ions with the total composition C22H52N6O10S at a distorted geometry.

- orbital gap (eV) = 8.86
- E_LUMO (eV) = 0.47
- HOMO (eV) = -8.39
- E_tot (eV) = -63906.1995

The geometry in XYZ format:
```
91
C22H52N6O10S (wB97M-V/def2-TZVPD)
C -5.0603 1.8094 5.6019
O -3.0505 -2.5564 -0.0069
H 9.4183 5.5061 -7.2269
O 6.1940 2.9922 -8.1603
C 3.3399 2.2924 1.7870
O 1.0319 0.1522 -2.4771
O -2.5331 3.2414 2.6141
C -5.6205 -7.7076 5.1164
H -4.3494 2.1159 3.7625
H 1.0849 0.7256 -0.1678
C -0.5357 -0.2901 0.7503
H -4.0764 -2.9902 2.2547
N 7.5752 4.6012 -7.4266
S -1.3275 2.5460 3.6502
H 4.0728 1.6985 1.0612
H -4.9327 -8.2878 5.7372
H 7.8990 4.6108 -10.1742
C 4.7639 2.0009 -4.3794
H -2.1586 -6.6528 -0.1111
H -0.8345 -1.4121 -3.1282
C 3.3882 2.6469 -6.3973
H 2.5138 2.6278 -5.7457
O -0.6213 3.7557 4.3322
H -3.1963 -4.5253 2.3775
H 8.0151 6.5190 -6.8068
C 0.2182 -0.2757 -1.6608
H 5.1630 1.8776 3.1646
H -6.9930 1.0450 6.1127
C 4.1479 2.5037 3.1981
H 3.5039 3.6462 -6.8241
O -3.9401 1.5516 6.0381
H 3.0806 2.9724 -3.4830
H -3.5828 -6.3328 0.9134
C -5.0085 -7.4552 3.7670
H 0.0891 -0.7791 1.5016
H 8.4097 6.2099 -8.5183
H -3.8950 -10.4154 3.2486
O 5.8841 1.7430 -3.9432
H -5.8129 -6.7528 5.6144
H -4.8346 -4.4731 1.6443
H 3.5806 2.1453 4.1571
N 4.6058 2.3161 -5.6960
C 4.6199 4.0742 3.4699
C 1.1319 2.1156 2.8210
H 6.2499 4.0234 -10.4600
N -4.6958 -8.5317 2.9915
C -4.8744 -9.9325 3.2906
H -4.2880 -8.2787 2.0981
H -3.7834 -6.6010 -0.8382
H -1.8613 -0.7480 -1.8434
C 6.8774 4.6128 -9.7850
C -6.2816 1.7904 6.4777
H 1.3521 3.2762 2.6903
N 0.3111 0.0967 -0.3529
H -6.7436 2.7809 6.4983
N -5.2184 2.1246 4.2853
H 5.2575 4.0509 4.4790
H -7.3104 2.4364 4.2356
H -5.3192 -10.0954 4.2731
H 5.4748 2.3074 -6.2187
H 5.3209 4.4796 2.6242
H -5.9945 1.5223 7.4988
N -2.9593 -4.7691 -0.3682
O -0.2646 1.7384 2.5532
H 7.5034 4.1304 -6.5312
H -0.9686 0.6169 1.1793
H -6.5677 1.7331 2.7747
O 2.1172 1.4383 1.9163
H 6.4842 5.6322 -9.7506
C -3.2721 -3.6926 0.4072
C -0.8925 -1.2083 -2.0550
C -6.4360 2.4555 3.5840
C 3.5426 1.9819 -3.5036
H -2.5740 4.2365 2.7425
H -0.7949 -2.1556 -1.5182
H -5.5199 -10.3635 2.5215
H 3.8297 1.7137 -2.4825
H -6.5711 -8.2357 5.0041
C -3.8840 -3.9451 1.7566
H -1.3351 -0.9663 0.4448
O -4.7870 -6.3190 3.3529
H -2.5515 -4.5162 -1.2616
C 8.4009 5.7819 -7.5151
H 3.0725 3.3006 1.2315
H 1.4184 1.7271 3.9130
H -6.3203 3.4547 3.1572
H 3.6912 4.7860 3.6966
H 2.8311 1.2364 -3.8686
C 6.8480 4.0024 -8.4118
H 3.2565 1.9246 -7.2066
C -3.1379 -6.1700 -0.0691
```


No. 3
Density functional theory data (wB97M-V/def2-TZVPD) for a molecular structure, C22H53FNO16S6.

- charge = -1
- orbital gap (eV) = 7.19
- E_LUMO (eV) = 1.35
- HOMO (eV) = -5.84
- E_tot (eV) = -125653.5108

The geometry in XYZ format:
```
99
C22H53FNO16S6 (wB97M-V/def2-TZVPD)
H 3.6334 -5.0271 1.7236
H 2.9647 3.7244 -0.2545
H 8.8020 -2.3083 -2.9917
C 0.1511 -2.0354 2.2275
C -3.1399 1.4632 1.8457
H -2.0959 -0.7848 2.1762
C 4.5065 2.4327 0.5622
H -4.5828 2.4634 -6.6179
C 5.0416 -1.5171 -0.7575
H -3.7142 3.8133 3.1152
H -4.7003 2.3347 0.6185
H 5.5956 -2.0379 0.0181
H -6.6459 3.5772 2.4344
S -2.9414 2.6694 -3.4018
H 3.3538 0.7980 -3.7982
O 6.9656 -1.8001 -2.3636
H 1.1883 -2.1766 2.5370
H -6.2075 2.0464 -6.0395
O -3.7849 2.4468 -2.2669
H 4.7644 3.0846 1.3980
H -8.0232 2.1201 3.8697
H -5.1069 1.2943 3.7620
O 5.1913 -4.5346 3.0064
N -8.8462 0.1183 2.6187
H 4.4745 -6.3520 2.5320
H 8.3377 -2.3561 -5.4094
H -7.0161 1.5050 5.1893
H -5.2757 3.3205 -5.2388
C -4.4813 3.6227 2.3559
O 2.7321 0.3274 -1.1137
C 7.6004 -1.9072 -4.7420
H 4.6125 -2.7019 4.9638
H 3.9710 -1.6413 -0.6109
H -0.7088 2.2127 -3.9385
H -6.0928 1.1639 2.3198
H -5.8770 3.7041 3.9962
H 5.0831 -6.3580 0.1446
H 0.4905 -0.6780 0.5796
C 2.3967 1.2316 -3.5161
H -4.6570 4.5834 1.8601
C -1.2920 2.2108 -3.0208
H 5.4120 1.9305 0.2199
C -4.6366 1.3004 -4.8066
H -4.6263 0.3197 -5.2776
C 5.4558 -2.4145 4.3422
C 3.9111 3.2697 -0.5481
H -1.1292 1.6393 1.1032
H 0.3015 0.1170 2.1403
S 5.4196 -2.1960 -2.3170
H -1.9284 -1.1366 0.4763
C 5.5097 -5.5899 0.7901
O 6.2837 -2.6336 1.8757
S -9.4010 -1.0016 1.6825
H 5.5963 -4.6744 0.2070
O -10.2935 -0.4264 0.7248
O -3.2407 1.5399 -4.4823
C -1.5723 -0.4683 1.2667
H 2.1970 2.1601 -4.0447
O 1.2825 2.2996 -1.3707
C -7.2187 1.4277 4.1198
O 5.3238 -3.6307 -2.2886
C -1.9939 0.9809 0.9527
C 7.7863 -2.4681 -3.3491
S -7.8870 -0.2163 3.8664
O -2.9502 3.9535 -4.0379
H 6.5087 -5.9015 1.0965
H -0.4759 -2.0820 3.1225
O -8.6181 -0.5506 5.0690
C -5.2069 2.3521 -5.7308
H 1.6002 0.5077 -3.6773
H -2.2834 1.0863 -0.0983
H -2.7340 1.7133 2.8342
C 4.6144 -5.4171 1.9945
H -0.1367 -2.8727 1.5865
H -5.1990 1.2243 -3.8758
C -5.8031 3.2017 3.0234
F -8.1280 -1.4118 0.7958
H 7.7406 -0.8261 -4.7403
H 6.6051 -2.1206 -5.1271
H 6.3843 -2.8495 4.7018
O -9.7663 -2.2305 2.3189
S 5.1650 -2.9858 2.7072
H -3.8309 0.6323 2.0082
H -3.2238 3.2592 0.6744
O -6.7881 -1.0884 3.5086
H 4.5895 4.0617 -0.8579
H -1.3004 1.2310 -2.5509
O 3.8513 -2.6127 2.2712
C -0.0801 -0.6970 1.5136
H 5.2841 -0.4582 -0.7894
S 2.4293 1.5478 -1.7899
C -3.9097 2.6702 1.2958
O 3.6961 2.5053 -1.7653
H -0.9104 2.9541 -2.3257
O 4.7255 -1.4902 -3.3578
H 7.5753 -3.5375 -3.3099
H 5.5386 -1.3315 4.2797
C -5.9866 1.7051 3.2630
H 3.8053 1.6774 0.9139
```


- What is the orbital gap in the first record?
  6.51 eV